{
  "formula": "C7H12N2",
  "method": "ωB97M-V/def2-TZVPD",
  "species": ["C", "N", "C", "C", "C", "C", "C", "N", "C", "H", "H", "H", "H", "H", "H", "H", "H", "H", "H", "H", "H"],
  "coordinates": [[1.2861, -0.7251, -2.1658], [1.2335, 0.5161, -1.2281], [1.5974, 0.4616, 0.1913], [0.2204, 0.5752, -0.1489], [-0.6065, -0.8387, -0.1986], [-1.6210, -0.6270, 0.8996], [-0.9772, 0.5340, 1.6666], [-1.0629, 1.9608, 1.9025], [-0.7360, 1.4718, 0.4719], [0.6108, -0.6068, -3.0501], [2.2028, -0.7610, -2.7039], [1.1189, -1.8724, -1.8924], [1.8734, -0.6139, 0.7960], [2.2319, 1.3581, 0.6301], [-1.2444, -0.6463, -1.3172], [0.2625, -1.6262, -0.2914], [-2.6720, -0.7216, 0.4946], [-1.7228, -1.7016, 1.3640], [-0.1983, 0.0471, 2.1033], [-0.3512, 2.0814, 2.7570], [-1.4452, 1.7345, -0.2807]],
  "nbo_charge": [-0.45, -0.41, -0.25, 0.04, -0.42, -0.48, -0.04, -0.54, -0.11, 0.21, 0.21, 0.19, 0.17, 0.22, 0.20, 0.24, 0.24, 0.21, 0.17, 0.38, 0.21],
  "smiles": "CN1C[C@]12CC[C@@H]1N[C@H]12",
  "de_lowest_kcal_mol": 205.19
}

---

{
  "formula": "C7H12N2",
  "method": "ωB97M-V/def2-TZVPD",
  "species": ["N", "C", "C", "C", "C", "C", "N", "C", "C", "H", "H", "H", "H", "H", "H", "H", "H", "H", "H", "H", "H"],
  "coordinates": [[-2.0945, -0.5792, -0.6622], [-1.4798, -0.2195, 0.6209], [-0.5751, 1.1950, 0.6180], [0.1201, 1.1946, -0.8177], [1.3783, 0.6308, -0.1648], [1.5203, -0.9936, -0.4285], [0.2797, -1.4691, -0.1152], [-0.0760, -0.9991, 1.0134], [0.6478, 0.5097, 1.1723], [-2.2299, 0.4842, -1.1156], [-1.2058, -0.7190, -1.3631], [-2.4353, -0.0686, 1.3720], [-1.0376, 2.1388, 0.8280], [-0.4152, 0.9702, -1.8425], [0.3336, 2.2680, -1.0565], [2.4361, 1.2572, -0.0890], [2.3766, -1.4109, 0.0012], [1.5982, -0.7361, -1.4434], [-0.0278, -2.5081, -0.5329], [-0.0121, -1.6862, 1.9374], [0.8985, 0.7407, 2.0684]],
  "nbo_charge": [-0.83, -0.05, -0.24, -0.47, -0.20, -0.22, -0.68, -0.03, -0.21, 0.34, 0.36, 0.20, 0.21, 0.22, 0.22, 0.23, 0.17, 0.20, 0.41, 0.17, 0.20],
  "smiles": "N[C@@H]1[C@@H]2C[C@@H]3CN[C@H]1[C@@H]32",
  "de_lowest_kcal_mol": 156.02
}

---

In eV/A, the max |F| values for the records above are, in order, 5.6, 10.2.
In eV, the gap between HOMO and LUMO values for the records above are, in order, 9.27, 9.07.